(1)
Density functional theory data (ωB97M-V/def2-TZVPD) for a cluster of 2 separate species, C11H26B2ClN3O4S in total at a distorted geometry.

The value obtained for the LUMO energy is -0.61 eV. The calculation puts the HOMO-LUMO gap at 7.1 eV. As for the energy relative to the best compared isomer or geometry (same formula, charge and spin): 0.00 kcal/mol. Its total charge is 0. The value obtained for the largest force on an atom is 1.80 eV/Å. For the total energy, the calculation gives -49199.6140 eV. Its HOMO energy is -7.66 eV.

Geometry as XYZ:
```
48
Properties=species:S:1:pos:R:3:forces:R:3:lowdin_charge:R:1
C 3.92532 -2.29886 0.18483 -0.888 -0.040 0.068 -0.16
C 3.14625 -1.00064 -0.07427 0.830 -0.446 -0.223 -0.54
S 2.74415 -0.25275 1.51965 -0.101 0.098 0.155 0.96
C 0.99910 0.24170 1.59452 0.559 0.144 -0.327 -0.43
N 0.19646 0.42215 0.32137 -0.858 0.455 0.329 0.05
B -1.16057 1.14036 0.74721 0.002 0.220 0.097 -0.49
O -1.70967 1.89049 -0.23484 -0.009 -0.460 0.036 0.19
C -1.76168 1.04124 2.17209 -0.308 -0.145 0.313 -0.15
C -2.64524 -0.21427 2.41408 -1.196 1.167 -0.660 -0.20
B -0.30401 -1.01029 -0.14600 -0.175 -0.669 0.112 -0.61
O 0.36818 -2.08968 0.31907 -0.603 0.373 0.329 0.19
N -1.47465 -1.11620 -1.00557 0.723 -0.739 -0.222 -0.07
C -2.56479 -1.90383 -0.37260 -0.563 0.562 0.186 -0.05
C -0.95392 -1.92892 -2.15647 0.119 0.281 -0.213 -0.05
N 0.84391 1.22459 -0.68946 -0.122 -0.219 -0.024 0.05
C 0.82183 0.85313 -2.09267 0.005 -0.224 -0.441 -0.42
C -0.36540 1.22601 -2.93070 -0.214 0.358 0.162 0.02
O 1.77881 0.32595 -2.57883 0.272 -0.047 0.047 0.16
C 1.52652 2.45465 -0.30241 0.495 0.450 0.053 -0.41
C 0.73417 3.73522 -0.22866 -0.147 -0.310 0.017 0.03
O 2.70683 2.45016 -0.13727 0.092 -0.165 -0.150 0.16
H 4.24657 -2.72145 -0.76829 0.318 0.086 0.084 0.07
H 3.23133 -3.01556 0.63116 0.160 -0.045 0.095 0.07
H 4.74878 -2.15060 0.88070 0.150 -0.030 -0.180 0.07
H 3.79177 -0.31260 -0.61980 -0.247 0.191 -0.003 0.07
H 2.30630 -1.25222 -0.70765 -0.179 0.258 0.152 0.04
H 0.99422 1.20284 2.11213 0.080 0.025 -0.041 0.09
H 0.44496 -0.45569 2.24251 -0.116 0.092 -0.022 -0.06
H -2.61679 2.10411 0.01598 0.062 0.299 -0.035 0.14
H -1.02898 1.11000 2.97855 0.085 -0.256 -0.108 0.07
H -2.42849 1.90105 2.31985 0.080 0.062 -0.159 0.11
H -3.01560 -0.18396 3.43337 0.342 -0.316 0.110 0.06
H -3.54599 -0.08067 1.79372 0.077 -0.210 -0.124 0.07
H -2.17906 -1.16040 2.19663 0.064 -0.004 0.222 -0.02
H 0.11739 -2.38737 1.21244 0.417 -0.038 0.205 0.13
H -2.96605 -2.64240 -1.06339 0.135 0.029 -0.095 0.09
H -3.38396 -1.23412 -0.11030 0.011 -0.044 0.009 0.08
H -2.27363 -2.41302 0.54834 0.140 -0.148 -0.141 0.09
H -1.52633 -1.69257 -3.05396 -0.064 -0.075 0.036 0.10
H -0.99889 -2.99835 -1.94544 -0.033 0.024 0.013 0.10
H 0.09495 -1.70636 -2.37651 -0.050 0.097 -0.021 0.08
H -0.29306 0.75487 -3.90653 0.054 -0.062 0.042 0.09
H -0.33932 2.31256 -3.07179 -0.005 -0.033 0.036 0.10
H -1.30681 1.00072 -2.43596 0.067 -0.080 0.021 0.07
H 0.21031 3.89650 -1.17263 -0.122 -0.055 0.095 0.09
H 1.41880 4.55748 -0.04585 -0.002 -0.033 0.098 0.09
H -0.00967 3.66539 0.56676 -0.038 0.152 -0.082 0.09
Cl -0.54437 -1.28834 4.02287 0.701 -0.528 0.148 -0.21
```
Positions in Å, forces in eV/Å.

(2)
Density functional theory data (ωB97M-V/def2-TZVPD) for a structure of composition C7H13O5Rb at a distorted geometry.

The value obtained for the LUMO energy (spin up / spin down) is -2.94 / -7.54 eV. The calculation puts the HOMO-LUMO gap (spin up / spin down) at 10.0 / 5.4 eV. As for the energy relative to the best compared isomer or geometry (same formula, charge and spin): 19.46 kcal/mol. Its total charge is +1. The value obtained for the largest force on an atom is 4.07 eV/Å. For the total energy, the calculation gives -18355.4280 eV. As for the spin multiplicity: 2. Its HOMO energy (spin up / spin down) is -12.97 / -12.97 eV.

Geometry as XYZ:
```
26
Properties=species:S:1:pos:R:3:forces:R:3:lowdin_charge:R:1
Rb -11.29543 -4.24467 -22.09764 0.006 0.203 -0.205 1.03
O -11.87900 -4.25741 -17.15876 -0.088 0.299 -0.834 0.22
C -11.38633 -5.12824 -18.01072 0.169 3.600 -1.888 -0.78
O -11.18013 -6.20782 -17.49311 1.180 -3.880 -0.355 0.30
O -11.13794 -4.85619 -19.18960 0.158 -0.677 -0.262 0.11
H -11.96817 -5.02891 -16.59447 -1.339 0.577 3.352 0.13
C -12.33862 -0.55270 -24.91648 0.147 0.131 0.091 0.00
C -11.38928 -1.67425 -25.07341 0.316 -2.752 1.874 -0.45
O -11.64100 -2.82852 -24.62697 0.452 2.484 -0.923 -0.10
C -10.04827 -1.39235 -25.67091 0.555 -0.786 -0.613 -0.01
H -12.80116 -0.58100 -23.92989 -0.124 -0.170 -0.108 0.08
H -13.08963 -0.68739 -25.69490 -0.164 0.406 0.000 0.11
H -11.77213 0.37341 -25.01407 -0.431 0.142 -0.270 0.09
H -9.45317 -2.30556 -25.66988 -0.081 -0.038 0.069 0.09
H -9.45058 -0.62192 -25.18378 -0.433 0.208 0.195 0.10
H -10.14233 -1.10999 -26.71949 -0.169 0.250 -0.060 0.10
C -14.04303 -3.09944 -19.55022 0.119 0.514 -0.175 -0.01
C -13.98200 -2.29899 -20.85726 0.902 -0.006 0.160 -0.44
O -12.91753 -1.93665 -21.38927 -1.991 -0.937 0.873 -0.06
C -15.34993 -1.90884 -21.44216 1.421 0.657 -0.385 0.00
H -13.14396 -3.15158 -18.93617 0.148 0.432 -0.470 0.06
H -14.34590 -4.13488 -19.70592 -0.395 0.042 -0.245 0.10
H -14.80929 -2.58066 -18.97420 -0.126 -0.353 0.225 0.09
H -16.03089 -1.42200 -20.74403 0.210 -0.217 0.246 0.09
H -15.87485 -2.73378 -21.92385 0.179 -0.101 0.057 0.10
H -15.02826 -1.16902 -22.17516 -0.620 -0.026 -0.349 0.08
```
Positions in Å, forces in eV/Å.

(3)
Density functional theory data (ωB97M-V/def2-TZVPD) for an isolated molecule of C24H34N2O3.

The value obtained for the LUMO energy is 0.61 eV. The calculation puts the HOMO-LUMO gap at 9.6 eV. As for the energy relative to the best compared isomer or geometry (same formula, charge and spin): 1.19 kcal/mol. Its total charge is 0. The value obtained for the largest force on an atom is 0.66 eV/Å. For the total energy, the calculation gives -34564.8820 eV. Its HOMO energy is -9.02 eV.

Geometry as XYZ:
```
63
Properties=species:S:1:pos:R:3:forces:R:3:lowdin_charge:R:1
C -0.60804 6.57015 -2.72842 0.069 -0.234 -0.114 -0.12
C 0.16186 5.26297 -2.58364 -0.010 0.221 0.296 -0.28
C 0.72962 5.09972 -1.17511 0.159 -0.302 -0.274 -0.20
C 1.57186 3.83152 -1.01878 -0.106 0.259 0.267 -0.18
N 0.78863 2.62870 -1.16516 -0.100 0.030 -0.324 0.10
C 0.49465 1.82198 -0.12856 -0.129 0.081 -0.257 -0.57
O 0.82318 2.00591 1.01784 0.072 0.010 0.477 0.10
O -0.25141 0.77134 -0.55115 -0.109 0.011 -0.173 0.03
C -0.64445 -0.15034 0.46885 -0.080 -0.024 0.657 -0.24
C -1.96215 -0.80841 0.04208 0.332 -0.040 -0.133 -0.06
C -1.81981 -2.27255 -0.35847 -0.184 0.028 -0.074 -0.24
C -3.18902 -2.93077 -0.54878 0.204 -0.033 0.118 -0.11
C -3.59344 -3.31512 0.86625 -0.426 -0.096 0.039 -0.13
N -2.33144 -3.53696 1.55285 -0.311 0.131 -0.350 -0.01
C -2.34446 -4.20447 2.72596 0.433 -0.221 0.098 -0.47
O -3.38841 -4.58153 3.22586 -0.302 -0.084 0.277 0.06
C -0.99518 -4.41031 3.37928 -0.164 -0.014 0.187 -0.09
C -0.48379 -3.08766 3.95901 -0.099 0.097 -0.093 -0.17
C -0.59770 -1.93041 2.96339 0.240 -0.070 0.042 -0.14
C -0.09479 -2.34690 1.57567 0.063 0.292 0.144 -0.21
C 0.47930 -1.15070 0.79701 -0.012 -0.012 -0.105 -0.20
C 1.31682 -1.60898 -0.41230 -0.085 0.159 0.157 -0.08
C 2.20587 -0.53585 -0.98008 0.121 -0.144 -0.132 -0.23
C 2.08691 -0.15185 -2.30946 0.100 -0.027 -0.024 -0.05
C 2.91927 0.81436 -2.84649 0.025 -0.021 -0.128 -0.10
C 3.88598 1.41338 -2.05806 0.095 0.066 -0.042 -0.11
C 4.01505 1.03706 -0.73215 0.091 0.075 0.000 -0.07
C 3.18639 0.06636 -0.20074 -0.059 -0.068 -0.043 -0.04
C -1.18094 -3.10582 0.76867 0.528 -0.251 -0.261 -0.18
H -1.00983 6.66981 -3.73399 -0.080 0.097 -0.071 0.07
H -1.43523 6.60425 -2.02309 -0.105 0.056 0.064 0.07
H 0.04236 7.41973 -2.53282 0.033 0.124 0.019 0.07
H 0.98040 5.24168 -3.30727 0.030 -0.080 -0.058 0.11
H -0.50576 4.42852 -2.80740 0.016 -0.076 -0.067 0.10
H -0.08725 5.07140 -0.45207 -0.016 0.045 0.090 0.12
H 1.35849 5.95989 -0.93823 0.011 0.087 0.045 0.11
H 2.38029 3.82212 -1.75623 0.012 0.001 0.075 0.11
H 2.00428 3.79414 -0.01661 0.076 -0.008 -0.157 0.12
H 0.48020 2.34744 -2.08041 0.021 -0.088 0.098 0.14
H -0.81885 0.44467 1.37526 0.016 -0.174 -0.192 0.15
H -2.67484 -0.73445 0.86305 -0.092 0.046 0.043 0.12
H -2.36178 -0.24025 -0.79938 -0.094 0.010 0.059 0.13
H -1.23977 -2.34146 -1.27843 0.019 -0.042 0.073 0.13
H -3.90736 -2.26229 -1.01861 -0.044 0.008 -0.061 0.12
H -3.08874 -3.82387 -1.16688 -0.029 -0.014 -0.027 0.12
H -4.19922 -4.22293 0.91639 -0.009 0.153 -0.009 0.13
H -4.15473 -2.51748 1.36562 -0.040 -0.077 -0.026 0.13
H -1.11563 -5.14168 4.17884 -0.026 -0.018 -0.145 0.12
H -0.29210 -4.81003 2.64717 0.067 -0.018 -0.029 0.11
H -1.05764 -2.84468 4.85467 0.048 -0.040 0.062 0.12
H 0.56003 -3.21467 4.25571 -0.008 0.026 0.029 0.11
H -1.63332 -1.59632 2.90437 -0.039 0.102 0.031 0.12
H -0.00418 -1.09240 3.33248 -0.018 0.067 -0.021 0.12
H 0.74659 -3.02908 1.73872 -0.022 0.009 -0.020 0.14
H 1.17111 -0.62839 1.46611 -0.064 -0.062 -0.002 0.14
H 1.95447 -2.43091 -0.07057 -0.071 -0.058 -0.032 0.13
H 0.68276 -1.99169 -1.20883 0.048 -0.094 -0.036 0.11
H 1.33166 -0.61253 -2.93112 -0.095 -0.057 -0.038 0.12
H 2.81457 1.09794 -3.88445 -0.002 0.020 -0.087 0.10
H 4.54026 2.16490 -2.47574 0.051 0.063 -0.031 0.10
H 4.76823 1.49788 -0.11036 0.069 0.040 0.058 0.11
H 3.30724 -0.22656 0.83192 -0.016 -0.017 0.134 0.12
H -0.71709 -3.99752 0.31687 -0.003 0.149 0.000 0.16
```
Positions in Å, forces in eV/Å.

(4)
Density functional theory data (ωB97M-V/def2-TZVPD) for a cluster of 2 separate species, C3H10OS2 in total.

The value obtained for the LUMO energy is 0.76 eV. The calculation puts the HOMO-LUMO gap at 9.4 eV. As for the energy relative to the best compared isomer or geometry (same formula, charge and spin): 8.31 kcal/mol. Its total charge is 0. The value obtained for the largest force on an atom is 0.27 eV/Å. For the total energy, the calculation gives -26990.9297 eV. Its HOMO energy is -8.66 eV.

Geometry as XYZ:
```
16
Properties=species:S:1:pos:R:3:forces:R:3:lowdin_charge:R:1
C 0.58711 -2.79213 -1.66108 0.100 0.225 0.079 -0.09
C -0.78714 -2.23622 -1.35416 -0.167 0.092 0.143 -0.31
O -0.91953 -1.87718 0.02474 0.101 -0.057 -0.077 -0.12
H 1.35604 -2.07914 -1.35878 -0.023 -0.005 0.025 0.06
H 0.72093 -2.97798 -2.72489 -0.094 -0.117 -0.071 0.08
H 0.75370 -3.72043 -1.11398 0.036 -0.096 -0.045 0.07
H -0.98370 -1.31828 -1.90947 0.065 -0.023 0.004 0.11
H -1.57149 -2.95409 -1.61328 0.036 -0.019 -0.097 0.11
H -0.69368 -2.65196 0.54817 -0.041 -0.011 0.086 0.08
C 1.76088 0.65727 0.27304 -0.218 0.076 0.083 -0.50
S 0.71399 1.72245 1.29483 -0.205 -0.031 -0.155 0.35
S -1.10388 1.57528 0.32790 0.252 0.024 0.089 0.30
H 2.77714 0.82780 0.61622 0.159 -0.056 -0.016 0.02
H 1.47822 -0.38180 0.41690 0.039 -0.047 0.008 0.01
H 1.66808 0.92226 -0.77621 0.039 0.078 -0.045 0.03
H -1.40643 0.32989 0.72677 -0.079 -0.031 -0.011 -0.21
```
Positions in Å, forces in eV/Å.